# 1
15
Properties=species:S:1:pos:R:3:forces:R:3:nbo_charge:R:1 method="wB97M-V/def2-TZVPD" mol_weight_g_mol=132.25 de_lowest_kcal_mol=123.44
H -0.600484 1.892704 -0.621594 -0.766 -1.238 0.535 0.21
H 0.258406 -2.196695 -0.746125 0.156 0.004 1.144 0.23
C -1.088532 0.946223 -0.182325 1.884 2.123 0.678 -0.61
S 2.851045 1.563052 0.145864 0.395 -1.332 -0.309 0.13
H 0.427619 0.064636 -1.253928 0.828 -0.772 -0.442 0.22
H 0.650897 -0.548840 1.909317 0.046 0.527 -0.116 0.21
H -1.400813 1.275663 0.816892 0.257 -0.578 0.061 0.21
C -0.044764 -0.147168 -0.320933 -0.973 0.666 2.505 -0.26
H -0.807194 -2.121814 0.719430 -1.155 -0.222 0.354 0.22
C -0.075237 -1.619940 0.148720 0.658 -0.487 -2.663 -0.48
H 3.964930 2.042996 -0.445521 0.102 0.102 0.063 0.11
C 3.235388 -0.127121 0.073470 -1.440 0.707 0.788 -0.42
H -1.962481 0.784451 -0.727137 -1.447 -0.488 -1.104 0.21
S 4.387601 -1.143460 -0.230732 0.015 0.196 -0.172 0.14
C 0.755574 -0.680861 0.842116 1.440 0.792 -1.325 -0.12

---

# 2
16
Properties=species:S:1:pos:R:3:forces:R:3:nbo_charge:R:1 method="wB97M-V/def2-TZVPD" mol_weight_g_mol=164.32 smiles="CC1(CS)SC=CS1" de_lowest_kcal_mol=2.76
H -1.984086 -1.052718 1.115695 -0.011 0.066 -0.119 0.13
H 0.351466 2.806989 0.986167 0.195 -0.244 -0.202 0.22
H -1.688259 1.519069 0.831128 -0.195 0.223 0.640 0.22
H 0.439159 2.839282 -0.776305 -0.074 -0.004 0.006 0.22
H -1.671588 1.515333 -0.897674 0.223 -0.227 0.148 0.23
C 1.139121 -1.572209 0.625669 -0.018 -0.060 -0.298 -0.39
C 1.172309 -1.511670 -0.706587 0.114 -0.147 0.525 -0.38
S 0.839530 0.020443 -1.472897 -0.083 0.004 0.112 0.28
C 0.173709 0.849426 0.022361 0.191 0.162 0.168 -0.28
S 0.744950 -0.099513 1.495916 -0.036 -0.066 -0.216 0.26
S -2.292651 -0.605866 -0.115743 0.126 0.051 0.132 -0.02
H 1.356589 -2.467937 1.203337 -0.053 0.230 -0.138 0.24
H 1.855837 2.278530 0.118212 -0.797 -0.134 0.162 0.24
H 1.442855 -2.354198 -1.328706 -0.065 0.070 -0.039 0.24
C -1.357629 0.941570 -0.009624 -0.016 -0.137 -0.783 -0.56
C 0.743951 2.271986 0.106802 0.498 0.214 -0.097 -0.64